No. 1
A cluster of 3 separate species, C33H65FN3O4 in total. Source: the Open Molecules 2025 dataset; level of theory: wB97M-V/def2-TZVPD.

The value obtained for the energy relative to the best compared isomer or geometry (same formula, charge and spin) is 0.000 eV. For the HOMO energy (spin up / spin down), the calculation gives -7.85 / -9.16 eV. As for the spin multiplicity: 4. The energy comes out at -1861.29977 hartree.

CARTESIAN COORDINATES (ANGSTROEM)
C: 4.692514 -0.280488 0.319995
C: 3.563909 0.151699 -0.615067
C: 4.205189 1.073266 -1.660821
C: 2.892254 -1.116025 -1.167267
C: 1.601140 -0.938070 -1.979733
C: 0.868157 -2.310289 -2.181882
C: 1.489976 -3.586578 -1.647674
F: 2.713177 -3.887340 -2.273207
C: 1.839817 -0.314414 -3.377855
C: 2.725694 -1.111835 -4.360723
C: 1.993263 -1.700366 -5.588341
C: 2.208218 -3.190694 -5.796495
O: 3.522879 -3.409046 -6.310512
C: 0.642173 -0.045506 -1.153097
C: 1.198367 1.198047 -0.426868
C: 0.243885 1.565603 0.705143
C: 1.298033 2.440839 -1.324953
N: 2.521090 0.845087 0.203108
O: 2.419142 0.342256 1.375952
H: 4.424247 -1.149878 0.918094
H: 4.960390 0.535949 0.990932
H: 5.567325 -0.528301 -0.285913
H: 4.949023 1.707716 -1.173606
H: 3.515551 1.729126 -2.173678
H: 4.721986 0.463118 -2.405543
H: 2.643824 -1.698379 -0.273837
H: 3.639774 -1.686710 -1.722116
H: 0.649374 -2.456908 -3.241938
H: -0.106491 -2.264745 -1.681956
H: 1.685351 -3.538317 -0.574403
H: 0.823219 -4.431675 -1.833907
H: 0.852556 -0.171853 -3.833812
H: 2.253155 0.685821 -3.266444
H: 3.507600 -0.442027 -4.724443
H: 3.250466 -1.914695 -3.839975
H: 0.916971 -1.505603 -5.532014
H: 2.347679 -1.207988 -6.498021
H: 2.085337 -3.726242 -4.853765
H: 1.474824 -3.585711 -6.507554
H: 3.960161 -4.088583 -5.785703
H: 0.184399 -0.674164 -0.382885
H: -0.171219 0.293627 -1.806311
H: -0.046626 0.694661 1.284096
H: -0.650314 2.008284 0.258617
H: 0.708528 2.303184 1.361471
H: 1.676239 2.246634 -2.323481
H: 1.934671 3.194271 -0.856046
H: 0.298615 2.862984 -1.442080
C: -3.433385 5.916258 1.473981
C: -3.039207 5.180098 0.181510
C: -3.529604 5.923003 -1.068926
C: -5.038162 5.838496 -1.279518
C: -5.509221 4.386568 -1.285900
C: -5.092229 3.615616 -0.027393
N: -3.608123 3.787874 0.135230
O: -2.913005 2.956743 -0.541064
C: -5.868708 4.105756 1.195569
C: -5.372827 2.127596 -0.195543
C: -1.523638 5.048106 0.144270
H: -4.254111 6.617350 1.326152
H: -3.716120 5.219300 2.259910
H: -2.579554 6.485865 1.839623
H: -3.025865 5.492963 -1.939972
H: -3.206105 6.964664 -0.992559
H: -5.568099 6.410020 -0.512630
H: -5.292141 6.304314 -2.233389
H: -6.597577 4.333814 -1.374099
H: -5.089792 3.875893 -2.157752
H: -5.484326 3.644506 2.105963
H: -6.910506 3.805268 1.079171
H: -5.853435 5.184165 1.321721
H: -4.913177 1.731114 -1.095810
H: -6.452842 1.982559 -0.256360
H: -4.993431 1.564530 0.657630
H: -1.170350 4.455764 0.989655
H: -1.072484 6.040525 0.198934
H: -1.190547 4.567520 -0.770496
C: 0.575147 -5.526905 4.275522
C: 0.547365 -4.768913 2.936498
C: 1.949655 -4.312238 2.512193
C: 2.500276 -3.159134 3.344834
C: 1.524492 -1.986884 3.367279
C: 0.124641 -2.381843 3.849595
N: -0.323535 -3.546141 3.007670
O: -0.837260 -3.207330 1.888080
C: 0.127326 -2.706413 5.344425
C: -0.859943 -1.242308 3.624068
C: -0.034266 -5.694989 1.874133
H: 1.474860 -5.324444 4.855345
H: -0.289111 -5.282866 4.889292
H: 0.544135 -6.599439 4.085192
H: 1.898264 -3.996656 1.464568
H: 2.617041 -5.177877 2.554190
H: 2.733649 -3.491258 4.360738
H: 3.445395 -2.826836 2.910162
H: 1.901710 -1.182588 4.003640
H: 1.442587 -1.567777 2.362662
H: -0.838927 -3.105271 5.656745
H: 0.302342 -1.779044 5.890741
H: 0.902356 -3.407497 5.639416
H: -0.856957 -0.909035 2.592042
H: -0.574238 -0.405125 4.263230
H: -1.874095 -1.551012 3.881792
H: -1.057911 -5.976447 2.124475
H: 0.576665 -6.598886 1.837687
H: -0.038586 -5.230832 0.892395

Atoms 1-2, force components in eV/Å:
C 0.11 -0.05 -0.01
C -0.03 0.14 -0.10

***

No. 2
A cluster of 11 separate species, C33H66O21 in total. Source: the Open Molecules 2025 dataset; level of theory: wB97M-V/def2-TZVPD.

The value obtained for the energy relative to the best compared isomer or geometry (same formula, charge and spin) is 0.000 eV. For the HOMO energy, the calculation gives -9.21 eV. The energy comes out at -2877.05518 hartree. As for the SMILES: COC(=O)OC.COC(=O)OC.COC(=O)OC.COC(=O)OC.COC(=O)OC.CC(C)=O.CC(C)=O.CC(C)=O.CC(C)=O.CC(C)=O.CC(C)=O.

CARTESIAN COORDINATES (ANGSTROEM)
C: 2.810219 19.622572 -8.614712
O: 4.175887 19.693360 -8.225194
C: 4.796250 20.869182 -8.426906
O: 4.315793 21.821135 -8.948304
O: 6.053187 20.865131 -7.984010
C: 6.697978 19.657940 -7.598351
H: 2.718761 19.081091 -9.559013
H: 2.383137 20.616101 -8.741481
H: 2.219693 19.072603 -7.885883
H: 6.119605 19.093103 -6.859178
H: 7.607129 19.903367 -7.053625
H: 6.907602 19.004926 -8.442951
C: 7.609463 21.939162 -4.976743
O: 7.990378 20.627979 -4.547011
C: 7.050004 19.909109 -3.944976
O: 5.912846 20.253477 -3.779891
O: 7.596055 18.762460 -3.565647
C: 6.743074 17.837023 -2.869267
H: 8.515473 22.521523 -5.114051
H: 6.946801 22.412724 -4.258190
H: 7.119974 21.897563 -5.952003
H: 5.940401 18.358827 -2.352536
H: 7.356956 17.362864 -2.109620
H: 6.357155 17.129658 -3.595767
C: 7.005679 11.789217 0.645690
O: 6.644840 12.018472 -0.715419
C: 6.173421 13.231994 -0.969994
O: 6.043378 14.108081 -0.161659
O: 5.912606 13.312707 -2.279461
C: 5.159540 14.442691 -2.695289
H: 7.235166 10.733160 0.726229
H: 6.199002 12.060907 1.325287
H: 7.877782 12.383402 0.924053
H: 4.106939 14.178742 -2.768682
H: 5.490675 14.699567 -3.702177
H: 5.307070 15.315729 -2.067841
C: 3.162437 21.995663 -5.535223
O: 1.817246 22.221476 -5.955331
C: 1.048460 22.959176 -5.150172
O: 1.298219 23.323435 -4.021480
O: -0.076720 23.210351 -5.785962
C: -1.080078 23.864979 -4.994502
H: 3.748729 22.911065 -5.543167
H: 3.548896 21.261513 -6.235114
H: 3.183198 21.554106 -4.540424
H: -1.881545 24.110399 -5.681368
H: -0.674097 24.773124 -4.553414
H: -1.439080 23.197855 -4.212247
C: 0.883453 18.674163 1.613187
O: 0.093138 19.867108 1.657327
C: -0.772378 19.985899 2.652096
O: -1.023011 19.160786 3.490651
O: -1.335381 21.193040 2.566605
C: -2.368802 21.464278 3.503960
H: 1.026259 18.481042 0.553046
H: 0.309409 17.820492 1.970265
H: 1.827426 18.808625 2.129754
H: -2.495789 22.537215 3.552653
H: -2.099815 21.089639 4.495425
H: -3.276388 20.931749 3.216795
C: 0.148699 13.178256 -3.862390
C: 0.632895 13.653328 -5.219308
C: 1.735618 14.681880 -5.251884
O: 0.154269 13.211725 -6.236032
H: 0.972836 12.640445 -3.384016
H: -0.663950 12.467993 -4.000752
H: -0.185033 13.991460 -3.221166
H: 1.397737 15.565953 -4.716635
H: 1.905232 14.934877 -6.298465
H: 2.682729 14.376350 -4.810912
C: 7.106651 15.592127 -6.532210
C: 5.955259 15.580957 -7.513294
C: 6.292976 15.260306 -8.955000
O: 4.823366 15.843499 -7.181539
H: 7.509509 16.604653 -6.452404
H: 7.881162 14.895666 -6.843525
H: 6.751577 15.305061 -5.543467
H: 5.390631 14.974907 -9.488264
H: 7.063499 14.500230 -9.031241
H: 6.621088 16.211570 -9.390211
C: 2.706124 19.005159 -2.517212
C: 3.117332 17.819808 -3.363695
C: 3.643035 18.091399 -4.734741
O: 2.896672 16.699257 -2.967808
H: 2.235172 19.758163 -3.149282
H: 3.584876 19.372881 -1.985677
H: 1.957829 18.675245 -1.796013
H: 4.638110 17.674132 -4.894872
H: 3.716601 19.161519 -4.931304
H: 3.032329 17.673032 -5.535935
C: -0.096968 20.897363 -2.341568
C: -0.949781 21.909853 -1.610707
C: -0.414325 22.512876 -0.336070
O: -2.041855 22.210687 -2.025999
H: -0.120694 19.971394 -1.753334
H: 0.937317 21.217012 -2.449879
H: -0.539397 20.714095 -3.321166
H: -0.940603 22.050391 0.503029
H: -0.545206 23.590418 -0.303390
H: 0.646345 22.297902 -0.211105
C: 4.060663 24.868902 -1.540627
C: 3.367505 23.710406 -0.888196
C: 3.533675 22.358598 -1.537019
O: 2.549609 23.872637 -0.018547
H: 3.918254 25.752091 -0.916226
H: 3.593640 25.082973 -2.505310
H: 5.128296 24.726378 -1.710414
H: 3.095764 21.602580 -0.885869
H: 4.603684 22.117156 -1.574678
H: 3.111361 22.362970 -2.534508
C: -2.540265 18.116097 -2.211008
C: -1.125046 17.589045 -2.123155
C: -0.616960 16.861051 -3.344051
O: -0.469674 17.671811 -1.114119
H: -2.492717 19.002603 -2.855465
H: -2.913740 18.382442 -1.227025
H: -3.211505 17.404546 -2.687342
H: -1.295811 16.106520 -3.737648
H: 0.409916 16.531345 -3.234885
H: -0.605412 17.620137 -4.146520

Atoms 1-2, force components in eV/Å:
C -0.79 0.03 -0.64
O 0.32 -0.12 0.44